21
Properties=species:S:1:pos:R:3 method="wB97M-V/def2-TZVPD" multiplicity=1 smiles="C=C1C(=O)c2ccccc2C1(C#N)C#N" total_charge=0 e_homo_ev=-10.41 lumo_ev=-0.97
C -0.961 1.103 -2.063
C -1.416 1.932 0.053
C 2.687 -0.744 1.024
C 2.828 0.269 0.084
C 1.473 -1.181 1.459
C 1.720 0.728 -0.603
C 0.354 -0.629 0.856
C 0.480 0.353 -0.147
C -1.045 -0.965 1.087
C -1.789 -0.349 -0.145
C -2.862 -0.826 -0.682
C -0.895 0.779 -0.662
N -0.904 1.401 -3.153
N -1.877 2.883 0.486
O -1.465 -1.705 1.942
H 3.615 -1.176 1.502
H 3.889 0.430 -0.137
H 1.232 -1.971 2.115
H 1.539 1.610 -1.219
H -3.266 -0.216 -1.523
H -3.336 -1.727 -0.274

---

49
Properties=species:S:1:pos:R:3 method="wB97M-V/def2-TZVPD" multiplicity=1 smiles="COC(=O)c1cc(S(=O)(=O)N2CCN(c3cccc(C)c3C)CC2)c[nH]1" total_charge=0 e_homo_ev=-7.86 lumo_ev=0.50
C 5.910 -0.300 -2.524
H 6.455 0.545 -2.111
H 5.397 -0.015 -3.444
H 6.590 -1.125 -2.742
O 4.968 -0.685 -1.532
C 4.188 -1.724 -1.843
O 4.236 -2.323 -2.895
C 3.256 -2.067 -0.772
C 3.038 -1.531 0.484
C 2.005 -2.279 1.065
C 1.628 -3.249 0.160
N 2.385 -3.108 -0.943
H 2.367 -3.671 -1.780
H 0.884 -4.011 0.268
S 1.300 -2.060 2.686
O 2.328 -1.552 3.543
O 0.633 -3.283 3.021
N 0.137 -0.890 2.579
C 0.555 0.479 2.396
H 1.580 0.550 2.760
C 0.463 0.912 0.922
N -0.789 0.570 0.279
C -1.853 1.492 0.276
C -1.998 2.468 1.259
C -3.054 3.357 1.219
C -3.990 3.274 0.207
C -3.847 2.335 -0.806
C -2.762 1.459 -0.795
C -2.549 0.530 -1.955
H -2.728 1.059 -2.890
H -3.234 -0.318 -1.922
H -1.529 0.159 -1.959
C -4.853 2.290 -1.918
H -5.693 2.943 -1.698
H -5.227 1.278 -2.063
H -4.405 2.617 -2.856
H -4.830 3.953 0.192
H -3.155 4.105 1.992
H -1.288 2.536 2.068
C -1.118 -0.832 0.460
C -1.115 -1.223 1.945
H -1.259 -2.295 2.074
H -1.917 -0.686 2.466
H -2.103 -1.032 0.043
H -0.371 -1.432 -0.074
H 0.623 1.988 0.836
H 1.255 0.401 0.359
H -0.084 1.107 3.027
H 3.568 -0.718 0.935

---

101
Properties=species:S:1:pos:R:3 method="wB97M-V/def2-TZVPD" multiplicity=1 total_charge=-2 e_homo_ev=-0.23 lumo_ev=3.71
Li 13.412 13.163 13.056
C 13.209 8.559 7.286
C 14.323 9.135 7.995
C 14.130 9.722 9.217
C 12.848 9.723 9.821
C 11.779 9.186 9.108
C 11.983 8.620 7.849
P 12.594 10.380 11.508
C 10.802 10.268 11.848
C 10.006 11.424 11.975
C 8.709 11.315 12.487
C 8.151 10.051 12.708
C 8.898 8.888 12.473
C 10.218 9.001 12.026
C 13.344 9.131 12.490
C 13.428 7.748 12.349
C 14.186 7.022 13.312
C 15.036 7.656 14.201
C 15.133 9.078 14.187
C 16.089 9.811 14.941
C 15.983 11.156 15.008
C 15.008 11.879 14.242
C 14.166 11.244 13.397
C 14.210 9.842 13.410
H 13.339 8.097 6.313
H 15.310 9.231 7.523
H 14.965 10.163 9.763
H 10.814 9.207 9.570
H 11.132 8.141 7.305
H 10.422 12.421 11.810
H 8.151 12.265 12.644
H 7.132 9.964 13.109
H 8.510 7.930 12.656
H 10.839 8.133 11.804
H 12.824 7.166 11.635
H 14.062 5.934 13.356
H 15.628 7.065 14.887
H 16.821 9.302 15.544
H 16.679 11.728 15.624
H 15.016 12.997 14.356
C 11.173 16.135 12.494
H 11.058 16.277 11.403
H 10.154 16.068 12.922
Cl 9.364 18.947 15.930
C 8.455 17.477 15.788
C 7.064 17.587 15.706
C 6.256 16.455 15.725
C 6.891 15.183 15.703
C 8.259 15.053 15.634
Cl 9.023 13.508 15.662
C 9.105 16.216 15.589
N 10.470 16.054 15.515
C 11.496 17.011 15.654
C 11.992 17.222 16.944
C 13.123 18.016 17.154
C 13.730 18.672 16.062
C 13.249 18.450 14.771
C 12.192 17.561 14.525
C 11.807 17.429 13.061
C 12.007 14.867 12.721
O 12.587 14.319 11.718
O 12.131 14.381 13.885
H 6.656 18.615 15.704
H 5.148 16.518 15.833
H 6.323 14.244 15.879
H 10.752 15.155 15.099
H 11.477 16.735 17.760
H 13.594 18.112 18.134
H 14.523 19.400 16.241
H 13.705 19.040 13.967
H 12.721 17.657 12.493
H 11.067 18.226 12.885
Cl 11.635 11.146 17.143
C 12.100 12.490 18.166
Cl 13.488 13.419 17.442
H 12.439 12.118 19.127
H 11.253 13.196 18.226
Ge 11.884 13.005 8.614
C 12.702 14.703 8.035
C 13.281 14.800 6.775
C 13.955 15.960 6.378
C 13.917 17.099 7.163
C 13.277 17.043 8.407
C 12.765 15.815 8.861
C 9.963 13.661 8.320
C 9.469 14.951 8.670
C 8.114 15.195 8.633
C 7.220 14.206 8.219
C 7.693 12.962 7.785
C 9.059 12.725 7.859
H 12.028 12.119 7.271
H 13.273 13.924 6.091
H 14.446 15.954 5.403
H 14.424 18.031 6.841
H 13.179 17.884 9.058
H 12.481 15.702 9.912
H 10.124 15.726 9.067
H 7.735 16.155 8.994
H 6.162 14.369 8.304
H 7.062 12.138 7.447
H 9.392 11.728 7.545

---

Asked for orbital gap across the records above, the calculation gives 9.44 8.36 3.94 eV in order.
Asked for DFT total energy across the records above, the calculation gives -645.554801 -1563.124361 -6401.719607 Eh in order.
Asked for relative energy (zero: lowest compared OMol25 entry of this formula, charge and spin) across the records above, the calculation gives 0.0 55.5 0.0 kcal/mol in order.